13
Properties=species:S:1:pos:R:3 method="wB97M-V/def2-TZVPD" homo_ev="-4.6463 / -4.5766" relative_energy_kj_mol=444.1 total_charge=-1 max_force_ev_per_a=3.61 homo_lumo_gap_ev="7.209 / 7.237"
C 1.226 0.811 0.013
C 1.135 -0.207 0.938
C 0.387 1.330 -1.122
C 0.001 -1.039 1.480
C -0.779 0.982 -1.600
C -1.196 -1.121 0.943
O -1.443 -1.729 -1.510
O -3.123 -0.023 -0.643
P -1.747 -0.537 -0.676
H 2.169 1.354 0.232
H 2.069 -0.497 1.274
H 0.881 2.130 -1.754
H 0.420 -1.453 2.425

11
Properties=species:S:1:pos:R:3 method="wB97M-V/def2-TZVPD" homo_ev=-8.3915 relative_energy_kj_mol=430.5 max_force_ev_per_a=10.82 homo_lumo_gap_ev=8.060
C 2.046 -0.427 -1.133
C 1.238 0.097 -0.457
C -0.001 0.172 -0.124
C -0.812 -1.056 0.136
S -0.400 -2.391 -0.646
C -0.861 1.601 0.190
C -0.447 0.927 1.174
H 2.822 -0.995 -1.629
H -1.634 -0.982 0.863
H -0.900 2.456 -0.389
H -1.052 0.599 2.014

16
Properties=species:S:1:pos:R:3 method="wB97M-V/def2-TZVPD" homo_ev=-8.4821 relative_energy_kj_mol=88.2 max_force_ev_per_a=1.44 homo_lumo_gap_ev=9.324
C 0.965 -0.518 -1.097
C -0.334 -1.987 0.310
C 1.218 0.371 0.090
C 0.065 -1.267 1.368
C -0.856 1.444 0.028
C 0.204 -1.612 -0.973
N -1.428 2.623 -0.054
O 0.505 1.585 0.005
O 0.956 -0.265 1.333
Cl -0.460 -1.598 2.955
Cl -0.125 -2.635 -2.312
H 1.385 -0.187 -2.031
H -1.014 -2.811 0.404
H 2.269 0.686 0.141
H -2.433 2.668 -0.041
H -0.917 3.502 -0.127

15
Properties=species:S:1:pos:R:3 method="wB97M-V/def2-TZVPD" homo_ev="-8.8967 / -8.9033" relative_energy_kj_mol=145.7 max_force_ev_per_a=4.92 homo_lumo_gap_ev="6.598 / 6.611"
C -1.338 -0.857 -0.344
C -0.012 0.987 0.317
C -2.420 0.018 -0.463
C -1.269 1.722 0.436
C -0.067 -0.349 -0.104
C 1.074 -1.211 0.111
N -2.361 1.268 -0.082
O 3.687 -1.725 0.195
P 2.769 -0.625 -0.099
Cl 4.108 1.165 -0.172
H -1.486 -1.890 -0.693
H 0.854 1.229 0.768
H -3.564 -0.228 -0.530
H -1.208 2.830 0.722
H 1.234 -2.336 -0.064

15
Properties=species:S:1:pos:R:3 method="wB97M-V/def2-TZVPD" homo_ev="-8.7096 / -8.7094" relative_energy_kj_mol=336.7 max_force_ev_per_a=5.75 homo_lumo_gap_ev="8.473 / 8.472"
F -3.003 -0.146 1.304
N -2.871 -0.418 -0.056
F -3.926 0.153 -0.618
O -1.695 0.709 -0.407
C -0.484 0.332 -0.237
C 0.072 -0.877 -0.764
C 1.328 -1.198 -0.576
C 2.208 -0.340 0.177
C 1.655 0.888 0.668
C 0.335 1.191 0.492
H -0.569 -1.391 -1.421
H 1.821 -2.044 -1.080
H 3.223 -0.677 0.584
H 2.077 1.688 1.287
H -0.172 2.130 0.648

19
Properties=species:S:1:pos:R:3 method="wB97M-V/def2-TZVPD" homo_ev=-10.2611 max_force_ev_per_a=2.62 homo_lumo_gap_ev=10.203
C 0.932 0.189 0.463
C 0.216 -0.868 0.958
C 0.348 1.054 -0.484
C -1.049 -1.172 0.522
C -0.917 0.719 -0.989
C -1.581 -0.332 -0.422
N -3.475 0.313 1.363
O -5.381 1.916 0.658
O -4.371 0.215 -1.074
F -3.157 -1.497 -2.181
F -3.615 -2.177 -0.061
F -5.889 -0.461 0.718
P -3.240 -0.795 -0.768
S -4.684 0.681 0.685
H 1.907 0.547 0.963
H 0.659 -1.204 1.866
H 0.982 1.919 -0.726
H -1.643 -2.009 0.842
H -1.414 1.306 -1.826

19
Properties=species:S:1:pos:R:3 method="wB97M-V/def2-TZVPD" homo_ev="-9.5360 / -16.2396" total_charge=+1 spin_multiplicity=3 max_force_ev_per_a=4.80 homo_lumo_gap_ev="5.545 / 7.612"
C -1.554 1.071 0.362
C -0.300 1.485 0.115
C -0.467 -0.555 -0.574
C -2.848 -1.025 -0.190
C 2.259 0.447 -0.571
C 2.701 -0.286 0.714
N -1.650 -0.254 -0.145
N 0.374 0.456 -0.391
F -0.117 -1.717 -1.105
F 2.279 -0.161 -1.711
F 2.640 1.665 -0.697
F 3.121 0.549 1.624
F 3.544 -1.177 0.379
F 1.689 -0.983 1.203
H -2.280 1.732 0.987
H 0.182 2.478 0.475
H -3.045 -1.621 -1.137
H -2.846 -1.741 0.686
H -3.681 -0.362 -0.023

15
Properties=species:S:1:pos:R:3 method="wB97M-V/def2-TZVPD" homo_ev=-9.4576 relative_energy_kj_mol=255.3 max_force_ev_per_a=3.14 homo_lumo_gap_ev=8.996
C -2.059 0.822 1.271
C -1.500 -0.403 1.336
N -0.221 -0.806 1.601
C 0.902 -0.490 1.207
F 1.224 0.470 0.253
C 2.164 -1.039 1.661
N 3.153 -1.404 2.096
H -3.067 0.875 1.213
H -1.646 1.819 1.270
H -2.242 -1.316 1.439
C 0.622 0.699 -2.980
C 0.816 -0.308 -2.213
O 0.866 -1.261 -1.575
H 0.916 0.839 -3.965
H 0.071 1.501 -2.612

13
Properties=species:S:1:pos:R:3 method="wB97M-V/def2-TZVPD" homo_ev=-8.5896 relative_energy_kj_mol=134.1 max_force_ev_per_a=1.42 homo_lumo_gap_ev=7.750
F 0.752 2.350 0.006
C 0.624 1.029 0.004
C -0.572 0.367 -0.007
C -1.882 0.968 -0.016
S -3.351 0.205 -0.003
C -0.232 -1.121 0.013
C 1.291 -1.128 -0.037
C 1.783 0.111 -0.002
H -1.819 2.052 -0.047
H -0.743 -1.650 -0.821
H -0.541 -1.578 0.951
H 1.870 -2.030 0.004
H 2.819 0.425 -0.044

15
Properties=species:S:1:pos:R:3 method="wB97M-V/def2-TZVPD" homo_ev=-21.8150 relative_energy_kj_mol=60.4 total_charge=+3 max_force_ev_per_a=1.38 homo_lumo_gap_ev=3.492
In 4.515 2.767 2.141
C -1.311 -1.871 -0.359
C -1.894 -0.512 -0.680
C -1.156 0.694 -0.514
C 0.124 0.562 -0.105
C 0.680 -0.771 0.290
C -0.068 -1.955 0.202
N 0.943 1.820 0.022
O 0.383 2.827 -0.275
O 2.077 1.692 0.477
H -1.866 -2.784 -0.578
H -2.849 -0.402 -1.207
H -1.596 1.683 -0.624
H 1.696 -0.835 0.684
H 0.322 -2.915 0.526

12
Properties=species:S:1:pos:R:3 method="wB97M-V/def2-TZVPD" homo_ev=-9.1608 relative_energy_kj_mol=423.7 max_force_ev_per_a=2.09 homo_lumo_gap_ev=10.153
C -2.004 0.813 0.922
C -1.161 0.274 0.259
C -0.613 -0.900 -0.334
N 0.466 -1.604 0.284
C 0.881 -0.766 -0.799
C 1.393 0.520 -0.539
C 1.346 1.644 -0.139
H -2.577 1.414 1.561
H -1.329 -1.494 -0.902
H 0.694 -1.227 1.194
H 1.215 -1.234 -1.703
H 1.689 2.560 0.196

12
Properties=species:S:1:pos:R:3 method="wB97M-V/def2-TZVPD" homo_ev=-9.3305 relative_energy_kj_mol=406.8 max_force_ev_per_a=4.49 homo_lumo_gap_ev=8.775
C 0.889 0.760 0.021
C 2.214 1.298 -0.039
C 0.675 -0.641 0.017
C 3.138 0.242 0.039
C 1.528 -1.691 -0.082
C -0.784 -1.070 0.049
N 3.882 -0.623 0.027
H -0.044 1.236 0.015
H 2.566 2.356 -0.010
H -1.383 -0.513 -0.649
H -0.961 -2.063 -0.107
H -1.180 -0.718 0.988

Calculated total energy list, top to bottom, in eV: -19666.6669 -17114.0805 -36930.7264 -31648.9460 -15269.1200 -40163.8613 -25574.7277 -14044.4283 -19854.3094 -17021.2072 -7787.4034 -7787.5783